The following is a DFT calculation (the ωB97M-V functional and the def2-TZVPD basis) of C16H20NOSYb as an isolated structure.

XYZ file:
```
40
Properties=species:S:1:pos:R:3:forces:R:3:mulliken_spin:R:1
C 2.2353 0.0921 1.9624 0.4712 -0.2088 -0.0902 0.002
C -0.1664 -2.4873 2.0414 -0.5407 -0.1351 -0.6077 -0.001
H -2.4728 1.9112 -2.0436 -0.2651 -0.7416 1.6574 0.054
H 0.8122 2.4470 -2.7697 0.1855 -0.2595 -0.2166 -0.005
C 1.0848 2.0489 2.2143 0.0160 0.9594 -0.4323 0.004
H 0.4315 -1.7223 -2.8273 -0.1028 0.0726 -0.0048 0.005
H 0.5610 2.9120 2.6604 0.2284 -0.7058 -0.2338 0.000
C 1.5497 0.9034 2.8884 0.2523 -0.0281 0.8526 -0.001
H -3.1987 -1.6014 0.8921 0.1737 0.0506 0.0481 0.005
H 0.9110 -2.8743 0.0976 -0.3433 0.3209 0.2683 0.002
N -1.0817 0.3283 4.8238 -1.6497 1.2617 -1.8304 -0.002
H -2.8643 0.0805 -1.9389 0.1845 1.1094 1.3205 -0.008
H 1.3098 2.6864 0.0607 -0.0913 0.0451 -0.0240 0.002
C -1.7333 0.8408 3.9625 2.2563 -1.7548 3.4377 0.002
H 2.1900 1.4641 -2.3383 0.6191 0.0847 0.3947 0.012
H 2.7135 0.3991 -0.2077 -0.3132 -0.0154 0.3543 0.008
C -1.5175 -2.1170 2.2883 -0.2968 -0.1694 0.0856 0.003
H 1.7767 -0.9658 -2.0388 0.4929 -0.0775 0.5206 0.018
H -2.0000 -2.0437 3.2737 0.3965 0.1556 -0.5374 0.000
H 1.4641 0.7136 3.9744 -0.1614 0.0716 -0.9066 -0.001
C 1.2176 -0.9792 -2.9587 0.2582 -0.3444 -0.5539 -0.018
H -1.4284 -2.1957 -1.0612 0.1412 0.1936 0.3996 0.008
H -1.2003 1.3789 -3.4518 0.4016 -0.1002 0.8165 0.009
H 1.9651 1.9231 -4.0526 -0.2748 -0.2765 0.7532 0.015
C -2.1681 -1.9005 1.0407 0.5277 -1.0031 -0.0156 -0.012
C -0.6996 0.4958 -3.0028 -1.4558 -0.2535 -2.9392 -0.099
S -2.5407 1.4620 2.7037 -1.3043 0.9894 -0.2449 -0.002
C 1.4456 1.6096 -3.1005 0.4131 0.6247 -1.1686 0.007
H 0.5706 -2.7618 2.7880 -0.0696 0.2096 -0.0756 0.000
C -1.2207 -2.1923 0.0131 -0.2535 0.0173 0.2222 -0.014
C 2.2112 0.7314 0.7068 -0.4021 0.5873 -0.3490 -0.005
C 0.6356 0.3662 -3.2338 -1.0783 -0.0237 1.4181 0.252
C 0.0081 -2.5454 0.6269 -0.0820 -0.0345 0.1982 0.008
Yb -0.6401 0.2061 1.3102 0.7907 -0.4861 -0.6807 0.028
C 1.4756 1.9582 0.8397 0.4247 -0.8643 0.8069 -0.006
C -2.5108 1.0028 -1.3277 0.1590 -0.5377 -1.5976 0.605
H 2.7737 -0.8413 2.1841 -0.4789 0.4493 -0.1051 0.000
O -2.4150 1.0109 -0.0502 -0.0104 0.4047 -1.4759 0.094
H 1.8655 -1.3624 -3.7568 0.1956 0.1414 -0.0096 0.013
H -1.3497 -0.3821 -3.1927 0.5858 0.2713 0.5450 0.017
```
Forces are in eV/Å.

Calculated values
* net charge: -2
* gap between HOMO and LUMO (alpha / beta): 0.163 / 0.199 Eh
* 2S+1: 2
* expectation value of S²: 0.771
* LUMO (alpha / beta): 5.458 / 5.428 eV
* E: -62816.998 eV

The following is a DFT calculation (the ωB97M-V functional and the def2-TZVPD basis) of C16H21CdO13 as an isolated structure.

XYZ file:
```
51
Properties=species:S:1:pos:R:3:forces:R:3:mulliken_charge:R:1
O 17.3206 -7.0926 22.6339 1.2972 -3.2554 -1.7286 -0.630
H 10.1890 -1.1468 20.1011 -0.9247 0.5093 -0.5855 0.180
H 17.2580 -2.5449 19.3568 -0.0001 -0.3259 -0.0448 0.303
O 11.9896 -1.7868 20.5824 -0.8282 1.8978 -0.8622 -0.893
O 17.1374 -1.8428 19.9961 0.1469 0.1118 0.1412 -0.594
H 10.8878 0.7469 18.5438 -0.2785 0.1077 -0.4701 0.310
O 18.3906 -7.2110 19.9319 0.7784 -1.5769 1.8121 -0.659
O 20.4197 -3.5001 24.6451 1.7056 0.1166 0.4932 -0.592
O 15.6321 1.2598 23.8081 -0.0292 -0.0094 -0.1310 -0.635
O 19.7502 -10.7590 23.7353 1.5527 0.8604 -2.6484 -0.705
C 18.4414 -9.1388 23.1490 -2.0285 2.4258 -2.1940 -0.296
H 11.8262 -5.8991 23.0777 0.3575 1.4035 -0.9492 0.469
H 17.8589 -9.3402 24.0359 0.3267 -0.0238 0.1460 0.405
H 11.1081 0.0900 20.9201 0.1141 0.6631 0.1275 0.207
C 22.2868 -3.4023 23.3107 -0.7185 1.5018 1.0401 -0.199
H 21.9304 -2.5054 22.8259 -0.1508 -0.2051 -0.4069 0.400
O 24.9968 -5.8270 23.3164 -0.3974 0.9082 -1.3361 -0.659
C 18.8483 -8.0283 20.7811 -2.5147 2.3473 -1.3530 0.419
O 21.8100 -5.2171 26.5982 1.9531 1.8907 -3.7904 -0.648
C 23.5258 -5.5322 24.9074 -3.9806 2.4492 2.7313 -0.362
H 12.5756 0.4024 18.7921 0.1946 0.1694 0.6251 0.260
C 21.6215 -3.7612 24.4807 -2.6347 -2.1162 2.1061 0.269
H 15.3866 1.5819 24.6754 -0.1357 -0.0907 0.2888 0.311
H 23.9757 -6.1979 25.6291 0.3689 -0.4073 -0.6403 0.419
O 12.8964 -2.7065 27.1617 -2.3364 -0.4199 0.7988 -0.830
H 16.1685 1.9596 23.4352 0.1716 0.1050 -0.1565 0.296
H 10.2939 -1.1655 27.0123 0.2269 0.0811 0.0334 0.250
H 10.0765 -2.8805 26.7423 0.4378 -0.1560 -0.6315 0.269
H 11.6514 -3.2884 28.7798 -0.0069 -0.6923 0.3610 0.172
H 12.1122 -1.6107 28.6125 -0.1937 0.5161 0.8315 0.172
C 10.3856 -2.1439 27.4840 0.2231 -0.8842 -0.5886 -0.980
H 20.5933 -8.6300 19.6162 0.1036 -0.1705 0.1951 0.432
C 19.5477 -9.8652 22.8142 0.3022 -3.6495 3.0102 0.380
C 11.1706 -0.6749 20.1461 2.0176 -3.2850 0.3272 -0.291
C 18.0139 -8.0985 22.2627 0.5964 3.3981 0.3095 0.307
O 21.5546 -10.1417 21.3702 -2.3082 -0.4990 1.4977 -0.688
H 9.5511 -2.2896 28.1698 0.1129 0.4255 0.9134 0.338
C 23.9725 -5.1835 23.6467 3.1508 -1.3186 -0.3827 0.384
H 17.0900 -1.0446 19.4699 -0.1282 0.2029 -0.0605 0.289
O 23.9721 -3.4934 21.8051 -0.5606 -2.0200 3.0062 -0.714
H 11.7185 -7.4537 23.3056 -0.0999 -0.9002 -0.8366 0.488
C 20.0227 -8.8053 20.5162 -3.2555 1.2895 1.0458 -0.514
C 23.4277 -3.9877 22.8909 2.7455 0.8525 -4.4360 0.344
C 11.8170 -2.4962 28.0497 1.3182 0.8564 -1.6767 -0.322
H 11.7196 -0.7633 17.9605 -0.6877 -0.3695 0.0618 0.288
O 11.6009 -6.5891 23.7060 -0.7257 -0.4985 0.4786 -0.594
C 11.5867 -0.0558 18.7790 0.1836 0.1072 0.6919 -0.998
C 22.3454 -4.8281 25.4876 -1.3567 -1.6866 1.6261 0.457
C 20.3646 -9.6646 21.5310 5.0976 -1.3166 -0.1280 0.443
Cd 15.6066 -2.3728 23.4304 -0.0745 -0.0542 -0.0155 0.060
H 12.2313 -6.5832 24.4301 0.8720 0.7344 1.3532 0.481
```
Forces are in eV/Å.

Calculated values
* net charge: -3
* gap between HOMO and LUMO: 0.058 Eh
* LUMO: 1.967 eV
* E: -48095.923 eV

Computed energy relative to the best compared isomer or geometry (same formula, charge and spin) (kcal per mole) in order:
0.0 242.5
Computed F_max (eV/A) in order:
4.5 5.4